(1)
54
Properties=species:S:1:pos:R:3:mulliken_charge:R:1 method="wB97M-V/def2-TZVPD" total_charge=-1 gap_ev=6.10 total_energy_ev=-124356.4353 de_lowest_kj_mol=478.1
C -5.259 -0.231 -0.470 -0.674
C -4.209 0.232 -1.677 0.705
O -3.911 1.516 -1.962 -0.535
O -3.563 -0.900 -2.412 -0.359
C -2.093 -0.784 -2.363 -0.361
C -1.522 -2.177 -1.644 -0.304
C -2.231 -2.313 -0.138 0.421
C -1.092 -2.870 0.901 0.322
C -0.683 -1.839 2.107 -0.463
C -0.658 -0.253 1.693 0.061
C -1.707 0.634 2.647 -0.744
C -2.071 2.100 1.954 -0.192
C -0.760 3.091 1.806 0.313
O 0.106 3.364 2.790 -0.690
O -0.540 3.780 0.492 -0.732
H -4.643 -0.272 0.552 0.094
H -5.650 -1.340 -0.631 0.277
H -6.150 0.515 -0.316 0.327
H -1.691 0.117 -1.734 0.242
H -1.663 -0.787 -3.477 0.257
H -1.805 -3.071 -2.355 0.360
H -0.337 -2.071 -1.547 -0.106
H -2.749 -1.312 0.176 -0.570
H -3.091 -3.121 -0.285 0.280
H -1.567 -3.830 1.428 0.389
H -0.172 -3.261 0.276 -0.620
H 0.429 -2.129 2.428 -0.241
H -1.336 -2.047 3.084 0.368
H 0.422 0.163 1.986 0.307
H -0.783 -0.032 0.551 -0.082
H -1.149 0.912 3.666 0.279
H -2.675 0.042 2.935 0.321
H -2.510 1.891 0.878 -0.030
H -2.866 2.656 2.608 0.341
C 2.700 -1.368 0.636 -0.526
Cl 1.340 -1.248 -0.487 -0.006
Cl 2.329 -2.468 1.969 -0.139
H 3.573 -1.743 0.097 0.361
H 2.914 -0.376 1.042 0.367
C 3.270 -5.945 0.417 -0.351
Cl 3.973 -5.328 1.917 -0.146
Cl 1.690 -5.216 0.108 -0.076
H 3.940 -5.708 -0.413 0.268
H 3.153 -7.028 0.498 0.307
C 1.607 3.747 -1.821 -0.220
Cl 3.070 4.246 -2.679 -0.202
Cl 1.278 2.028 -2.070 -0.101
H 1.740 3.933 -0.753 0.226
H 0.760 4.329 -2.194 0.285
C 6.442 6.314 -1.976 0.068
Cl 8.014 5.556 -1.692 -0.162
Cl 6.570 7.619 -3.161 -0.160
H 5.746 5.560 -2.351 -0.019
H 6.070 6.724 -1.034 0.265

---

(2)
165
Properties=species:S:1:pos:R:3:mulliken_charge:R:1 method="wB97M-V/def2-TZVPD" total_charge=-1 gap_ev=4.95 total_energy_ev=-109422.9705
C 1.396 2.521 0.364 0.107
O 2.728 2.257 -0.054 -0.364
C 2.806 1.502 -1.248 0.854
C 4.081 0.636 -1.237 -0.026
C 4.488 0.131 -2.632 -0.870
C 3.303 -0.365 -3.487 1.028
C 3.680 -1.523 -4.434 -1.691
C 3.848 -2.850 -3.663 0.604
C 2.529 -3.682 -3.540 -1.155
C 1.841 -3.405 -2.183 0.702
C 0.286 -3.381 -2.402 -0.470
C -0.511 -3.540 -1.103 -2.160
P -2.205 -2.615 -0.956 0.246
O -1.721 -1.261 -2.001 -0.491
C -0.794 -0.286 -1.707 0.980
C -0.734 0.716 -2.920 -1.254
N -0.974 2.121 -2.491 0.001
C -1.673 2.831 -3.587 -0.876
C -2.226 4.157 -3.016 0.767
C -1.168 4.957 -2.251 -1.295
O -2.754 4.888 -4.133 -0.624
B -2.963 -3.491 -2.531 1.270
O -2.482 -4.669 -3.143 -0.671
N -4.241 -3.021 -3.153 -0.051
C -4.198 -1.816 -3.938 -0.902
C -5.457 -3.228 -2.393 -0.975
C -1.793 -1.713 0.766 0.924
F -2.379 -2.516 1.769 -0.434
F -2.632 -0.590 0.847 -0.394
C -0.482 -1.261 1.398 0.116
C 0.845 -1.263 0.986 0.474
C 1.930 -0.751 1.707 -1.006
C 1.690 -0.147 2.932 -0.969
C 0.368 -0.130 3.398 0.531
C 0.068 0.524 4.730 0.620
F -1.061 0.005 5.270 -0.321
F 1.050 0.293 5.636 -0.233
F -0.117 1.853 4.634 -0.258
C -0.683 -0.656 2.667 -1.047
H 0.638 1.998 -0.230 -0.307
H 1.211 3.600 0.245 0.312
H 1.227 2.243 1.411 -0.040
H 2.898 2.191 -2.108 0.333
H 1.957 0.823 -1.395 -0.749
H 4.892 1.236 -0.816 0.443
H 3.927 -0.194 -0.535 -0.305
H 5.262 -0.637 -2.527 0.069
H 4.924 0.988 -3.167 0.398
H 2.423 -0.622 -2.884 -0.966
H 2.979 0.478 -4.116 0.564
H 4.644 -1.280 -4.905 0.388
H 2.903 -1.626 -5.198 0.498
H 4.176 -2.674 -2.627 0.001
H 4.611 -3.472 -4.141 -0.047
H 1.901 -3.407 -4.395 0.391
H 2.817 -4.734 -3.652 0.284
H 2.088 -2.364 -1.934 -0.730
H 2.112 -4.105 -1.388 0.302
H 0.108 -2.497 -3.024 0.011
H 0.115 -4.239 -3.066 0.769
H -0.868 -4.583 -1.126 0.717
H 0.072 -3.564 -0.169 0.876
H -3.499 -1.953 -0.830 -0.247
H -2.661 -3.760 -0.181 -0.042
H -0.953 0.385 -0.846 0.346
H 0.243 -0.685 -1.674 -0.960
H -1.447 0.363 -3.670 0.436
H 0.262 0.674 -3.397 0.035
H -0.051 2.542 -2.456 0.098
H -0.979 3.009 -4.423 0.253
H -2.549 2.257 -3.902 0.369
H -3.021 3.861 -2.316 0.163
H -0.809 4.415 -1.371 0.117
H -1.559 5.934 -1.918 0.419
H -0.294 5.060 -2.915 0.379
H -2.449 5.794 -4.018 0.350
H -3.233 -5.274 -3.200 0.240
H -5.121 -1.651 -4.514 0.272
H -4.112 -0.932 -3.268 0.181
H -3.326 -1.754 -4.599 0.296
H -5.353 -4.112 -1.752 0.352
H -5.635 -2.350 -1.740 0.301
H -6.345 -3.330 -3.025 0.102
H 1.054 -1.717 0.021 -0.206
H 2.942 -0.780 1.319 0.409
H 2.464 0.305 3.548 0.537
H -1.673 -0.578 3.103 0.469
C -9.483 -4.324 -3.780 -0.792
C -8.935 -3.085 -3.231 0.404
N -8.492 -2.120 -2.802 -0.371
H -9.937 -4.912 -2.983 0.260
H -10.239 -4.095 -4.528 0.288
H -8.687 -4.905 -4.242 0.281
C -2.054 4.262 5.127 -0.746
C -1.086 4.540 4.067 0.419
N -0.331 4.759 3.234 -0.409
H -2.235 3.191 5.187 0.192
H -1.667 4.614 6.082 0.260
H -2.992 4.772 4.912 0.320
C -5.151 7.421 -3.583 -0.749
C -4.277 7.427 -2.410 0.311
N -3.581 7.406 -1.499 -0.477
H -6.173 7.621 -3.285 0.364
H -4.833 8.184 -4.288 0.278
H -5.102 6.444 -4.065 0.324
C 4.205 -0.559 6.954 -0.365
C 5.105 -0.439 5.807 0.282
N 5.812 -0.346 4.910 -0.457
H 4.029 -1.608 7.187 0.249
H 4.648 -0.073 7.820 0.190
H 3.253 -0.082 6.724 0.130
C 6.551 -6.751 -4.949 -0.840
C 5.463 -5.892 -5.417 0.515
N 4.604 -5.224 -5.778 -0.445
H 6.797 -7.481 -5.718 0.319
H 7.432 -6.150 -4.730 0.232
H 6.244 -7.276 -4.046 0.256
C -7.985 8.382 -7.066 -0.827
C -7.547 8.754 -5.722 0.398
N -7.247 9.056 -4.653 -0.328
H -8.419 7.383 -7.046 0.263
H -8.734 9.086 -7.432 0.274
H -7.135 8.383 -7.747 0.277
C 3.617 0.287 11.258 -0.826
C 3.730 -0.952 10.491 0.460
N 3.818 -1.925 9.889 -0.430
H 4.341 0.285 12.070 0.291
H 3.809 1.141 10.611 0.286
H 2.615 0.374 11.674 0.280
C 6.240 -3.848 4.432 -0.528
C 6.358 -5.091 3.669 0.199
N 6.454 -6.064 3.070 -0.384
H 6.975 -3.836 5.234 0.295
H 6.410 -2.993 3.780 0.250
H 5.243 -3.772 4.862 0.148
C 1.446 -3.906 10.099 -0.525
C 0.106 -4.372 10.457 0.299
N -0.944 -4.736 10.739 -0.432
H 1.423 -3.413 9.134 0.083
H 1.804 -3.204 10.848 0.222
H 2.129 -4.749 10.046 0.307
C 7.042 -3.322 -1.947 -0.104
C 7.719 -3.610 -3.210 0.423
N 8.253 -3.838 -4.199 -0.522
H 6.534 -4.215 -1.587 0.268
H 7.770 -3.001 -1.203 0.372
H 6.309 -2.532 -2.094 -0.257
C 5.089 3.162 3.034 -0.963
C 5.322 1.998 2.184 0.511
N 5.496 1.080 1.522 -0.437
H 5.738 3.117 3.907 0.346
H 5.299 4.074 2.478 0.332
H 4.050 3.177 3.360 0.229
C -11.365 10.975 -3.728 -0.896
C -9.976 10.536 -3.886 0.324
N -8.886 10.187 -4.007 -0.286
H -12.016 10.403 -4.388 0.254
H -11.682 10.825 -2.698 0.263
H -11.447 12.031 -3.976 0.266
C -0.298 -4.425 6.085 -0.727
C 0.950 -4.721 6.790 0.440
N 1.929 -4.953 7.342 -0.488
H -1.055 -5.158 6.355 0.337
H -0.649 -3.431 6.356 0.192
H -0.132 -4.462 5.009 0.279

---

(3)
17
Properties=species:S:1:pos:R:3:mulliken_charge:R:1 method="wB97M-V/def2-TZVPD" smiles=CNC.CSS gap_ev=8.35 total_energy_ev=-26448.3038 de_lowest_kj_mol=159.9
C 0.580 1.767 -0.245 -0.901
N -0.445 0.741 -0.189 -0.074
C -1.581 0.851 -1.230 -0.845
H 1.362 1.616 0.554 0.285
H 0.148 2.858 -0.216 0.300
H 1.239 1.587 -1.134 0.316
H -1.052 0.876 0.641 0.189
H -1.687 -0.109 -1.759 0.182
H -2.504 1.179 -0.769 0.302
H -1.277 1.474 -2.085 0.303
C 1.361 -1.630 1.777 -0.518
S -0.076 -2.508 1.184 -0.053
S 0.296 -2.129 -0.892 -0.233
H 2.281 -1.994 1.353 0.305
H 1.102 -0.536 1.497 -0.008
H 1.216 -1.702 2.817 0.324
H -0.964 -2.341 -1.303 0.128

---

(4)
60
Properties=species:S:1:pos:R:3:mulliken_charge:R:1 method="wB97M-V/def2-TZVPD" gap_ev=4.48 total_energy_ev=-53210.2278 de_lowest_kj_mol=138.7
C -3.691 1.070 4.338 -1.134
N -2.615 1.921 3.895 0.235
C -2.383 3.140 4.654 -0.953
C -3.243 4.225 4.054 1.003
F -3.148 5.439 4.661 -0.262
F -2.905 4.404 2.727 -0.268
F -4.571 3.859 4.052 -0.273
C -1.848 1.560 2.831 1.167
C -0.453 1.837 2.784 -0.795
C 0.291 1.365 1.735 -0.777
C -0.297 0.729 0.600 0.568
C 0.549 0.270 -0.441 -0.531
C 0.188 -0.618 -1.481 0.861
C 1.144 -0.987 -2.484 -0.866
C 0.775 -1.684 -3.617 -0.869
C -0.611 -1.909 -3.885 0.334
N -1.063 -2.388 -5.099 0.301
C -2.030 -1.658 -5.904 -0.904
C -0.725 -3.735 -5.548 -1.009
C -1.660 -4.715 -4.884 0.999
F -1.496 -6.008 -5.264 -0.265
F -1.489 -4.666 -3.514 -0.257
F -2.972 -4.366 -5.118 -0.275
C -1.546 -1.641 -2.861 -0.012
C -1.114 -1.184 -1.635 -1.212
C -1.729 0.672 0.585 -1.198
C -2.461 0.913 1.728 -0.237
H -3.377 0.017 4.261 0.407
H -3.905 1.316 5.383 0.336
H -4.594 1.190 3.717 0.333
H -2.689 2.955 5.686 0.394
H -1.342 3.459 4.592 0.218
H 0.018 2.379 3.608 0.329
H 1.375 1.470 1.728 0.181
H 1.534 0.717 -0.488 0.262
H 2.183 -0.721 -2.284 0.326
H 1.508 -1.998 -4.362 0.450
H -1.770 -0.587 -5.929 0.323
H -1.996 -2.052 -6.933 0.313
H -3.060 -1.733 -5.507 0.308
H -0.864 -3.779 -6.635 0.390
H 0.295 -3.987 -5.232 0.304
H -2.603 -1.849 -3.043 0.360
H -1.807 -1.248 -0.801 1.007
H -2.265 0.472 -0.338 0.938
H -3.536 0.713 1.777 0.319
O 2.703 -0.142 0.658 -0.737
C 3.722 0.437 1.108 0.863
C 4.832 -0.358 1.650 -0.329
N 5.012 -1.634 1.035 0.922
O 4.441 -1.798 -0.073 -0.540
O 5.724 -2.512 1.576 -0.664
C 5.734 0.172 2.576 -0.428
C 5.790 1.550 2.761 -0.485
C 4.928 2.398 2.029 -0.550
C 3.925 1.868 1.225 -0.440
H 6.396 -0.513 3.108 0.430
H 6.522 1.968 3.453 0.339
H 5.055 3.485 2.100 0.350
H 3.215 2.499 0.683 0.399